Here is C22H46O24S7 as an isolated structure from the OMol25 dataset. Energies are from ωB97M-V with the def2-TZVPD basis set.

Summary:
Charge   0
HOMO energy   -0.357 Ha
LUMO   -0.50 eV
Energy relative to the best compared isomer or geometry (same formula, charge and spin)   89.5 kcal/mol
Calculated total energy   -5458.578526 hartree
Maximum force   6.57 eV/A

Each line ends with the Löwdin charge.
Atoms and positions in Å:
C: -2.256 2.397 5.301  -0.199
C: -2.100 1.948 3.867  -0.245
C: -2.693 3.041 2.951  -0.195
S: -2.328 4.757 3.696  0.746
O: -3.556 5.591 3.788  -0.365
O: -1.175 5.379 3.029  -0.348
C: -1.932 3.953 5.349  -0.175
H: -1.532 1.852 5.907  0.112
H: -3.282 2.143 5.572  0.112
H: -2.422 0.919 3.705  0.115
H: -1.027 1.937 3.676  0.105
H: -3.771 2.884 2.935  0.096
H: -2.262 3.236 1.969  0.064
H: -2.616 4.467 6.025  0.087
H: -0.895 4.224 5.548  0.096
C: -5.301 0.967 -3.482  -0.225
C: -4.818 1.308 -2.113  -0.233
C: -3.318 1.499 -2.093  -0.180
S: -2.676 0.938 -3.783  0.793
O: -1.796 -0.269 -3.566  -0.378
O: -2.190 2.063 -4.663  -0.360
C: -4.246 0.315 -4.413  -0.195
H: -5.777 1.855 -3.899  0.116
H: -6.118 0.278 -3.267  0.112
H: -4.809 0.430 -1.468  0.085
H: -5.442 2.033 -1.590  0.128
H: -2.809 0.890 -1.345  0.077
H: -2.995 2.539 -2.053  0.102
H: -4.305 -0.718 -4.072  0.081
H: -4.385 0.234 -5.491  0.117
C: 2.919 5.169 -0.039  -0.221
C: 2.180 3.971 0.578  -0.214
C: 1.997 4.036 2.090  -0.204
S: 3.051 5.481 2.652  0.735
O: 4.431 4.985 2.781  -0.363
O: 2.389 6.296 3.665  -0.351
C: 2.907 6.343 0.943  -0.190
H: 2.629 5.512 -1.032  0.116
H: 3.978 4.923 -0.111  0.097
H: 2.604 3.027 0.235  0.100
H: 1.140 4.155 0.308  0.110
H: 2.119 3.155 2.719  0.100
H: 1.004 4.448 2.267  0.062
H: 3.721 7.065 0.869  0.096
H: 2.006 6.957 0.945  0.096
C: -0.622 -6.846 1.617  -0.161
C: -0.650 -5.459 2.261  -0.136
O: 0.317 -4.616 1.587  -0.243
S: 1.319 -5.507 0.677  0.736
O: 2.381 -6.120 1.469  -0.232
O: 1.640 -4.767 -0.566  -0.253
O: 0.171 -6.683 0.436  -0.197
H: -1.615 -7.229 1.384  0.134
H: -0.188 -7.615 2.255  0.129
H: -0.169 -5.403 3.237  0.130
H: -1.644 -5.023 2.369  0.129
C: -5.354 -2.267 -0.149  -0.115
C: -3.805 -1.994 0.035  -0.195
O: -3.268 -2.225 -1.236  -0.229
S: -3.890 -3.578 -1.895  0.770
O: -3.393 -4.832 -1.270  -0.261
O: -3.900 -3.393 -3.376  -0.245
O: -5.400 -3.258 -1.236  -0.222
H: -6.085 -1.476 -0.318  0.120
H: -5.650 -2.739 0.788  0.118
H: -3.354 -2.753 0.673  0.113
H: -3.610 -1.091 0.614  0.132
C: 0.079 -1.783 0.297  -0.170
C: 0.283 -1.307 -1.110  -0.178
O: 0.368 0.076 -0.935  -0.185
S: 0.041 0.635 0.592  0.748
O: -0.937 1.763 0.641  -0.270
O: 1.246 0.726 1.411  -0.243
O: -0.781 -0.763 0.910  -0.219
H: 0.987 -1.962 0.872  0.129
H: -0.475 -2.711 0.439  0.111
H: -0.460 -1.628 -1.840  0.118
H: 1.218 -1.655 -1.549  0.130
C: 3.844 -3.203 -3.559  -0.277
C: 4.232 -4.597 -3.057  -0.140
O: 4.149 -5.427 -4.255  -0.207
S: 4.859 -4.561 -5.492  0.814
O: 4.251 -4.829 -6.835  -0.262
O: 6.316 -4.494 -5.393  -0.248
O: 4.084 -3.169 -4.854  -0.188
H: 4.667 -2.603 -3.171  0.126
H: 2.860 -2.826 -3.281  0.132
H: 3.519 -4.973 -2.324  0.111
H: 5.240 -4.537 -2.646  0.127
C: 5.430 1.645 0.018  -0.245
C: 4.751 0.545 0.818  -0.234
O: 4.174 -0.250 -0.176  -0.068
O: 6.594 1.071 -0.588  -0.070
H: 5.687 2.581 0.513  0.117
H: 4.832 2.034 -0.805  0.113
H: 3.932 0.867 1.461  0.106
H: 5.532 0.052 1.396  0.122
H: 4.852 -0.249 -0.856  0.069
H: 7.153 1.790 -0.892  0.089


Here is a 6-piece molecular cluster, C22H46O6 overall from the OMol25 dataset. Energies are from ωB97M-V with the def2-TZVPD basis set.

Summary:
SMILES   C1CCOC1.C1CCOC1.C1CCOC1.C1CCOC1.C1CCOC1.CCO
Charge   0
HOMO energy   -0.350 Ha
LUMO   0.61 eV
Energy relative to the best compared isomer or geometry (same formula, charge and spin)   6.3 kcal/mol
Calculated total energy   -1317.152244 hartree
Maximum force   1.86 eV/A

Each line ends with the Löwdin charge.
Atoms and positions in Å:
C: 2.822 -2.063 1.633  -0.169
C: 4.295 -2.441 1.592  -0.161
C: 4.248 -3.921 2.011  -0.198
O: 2.926 -4.407 1.758  -0.146
C: 2.120 -3.362 1.237  -0.208
H: 2.522 -1.198 1.042  0.090
H: 2.566 -1.780 2.660  0.116
H: 4.931 -2.002 2.360  0.108
H: 4.712 -2.283 0.597  0.109
H: 4.415 -4.005 3.091  0.113
H: 4.982 -4.589 1.553  0.115
H: 1.135 -3.438 1.702  0.118
H: 2.063 -3.509 0.150  0.117
C: 3.761 3.586 -2.588  -0.170
C: 4.551 2.311 -2.832  -0.175
C: 3.596 1.271 -2.263  -0.185
O: 2.311 1.711 -2.778  -0.152
C: 2.335 3.122 -2.913  -0.219
H: 4.088 4.465 -3.139  0.109
H: 3.801 3.838 -1.526  0.110
H: 5.536 2.307 -2.351  0.112
H: 4.774 2.054 -3.867  0.116
H: 3.479 1.197 -1.179  0.114
H: 3.786 0.277 -2.666  0.117
H: 1.624 3.563 -2.207  0.104
H: 2.091 3.421 -3.936  0.117
C: -1.007 -4.958 -1.552  -0.171
C: -1.146 -5.425 -3.009  -0.166
C: -0.005 -4.602 -3.577  -0.231
O: -0.243 -3.297 -3.074  -0.136
C: -0.894 -3.441 -1.798  -0.198
H: -0.110 -5.358 -1.082  0.106
H: -1.873 -5.163 -0.921  0.110
H: -2.095 -5.057 -3.398  0.117
H: -1.003 -6.497 -3.142  0.114
H: 0.030 -4.595 -4.667  0.121
H: 0.937 -5.016 -3.193  0.119
H: -1.900 -3.022 -1.872  0.118
H: -0.330 -2.959 -0.997  0.092
C: -0.790 6.330 -0.043  -0.177
C: -1.566 6.581 -1.320  -0.168
C: -2.877 5.858 -1.057  -0.206
O: -3.081 5.884 0.357  -0.141
C: -1.887 6.278 1.034  -0.198
H: -0.069 7.127 0.162  0.109
H: -0.196 5.418 0.025  0.101
H: -1.022 6.177 -2.173  0.110
H: -1.726 7.654 -1.420  0.115
H: -2.865 4.836 -1.446  0.113
H: -3.724 6.360 -1.530  0.115
H: -1.592 5.475 1.717  0.106
H: -2.047 7.193 1.605  0.115
C: -0.217 0.141 0.397  -0.154
C: -0.952 1.371 -0.147  -0.148
C: -1.989 1.772 0.914  -0.173
O: -1.614 1.055 2.095  -0.142
C: -0.945 -0.131 1.720  -0.216
H: 0.847 0.276 0.590  0.089
H: -0.334 -0.690 -0.295  0.092
H: -1.494 1.089 -1.050  0.109
H: -0.233 2.153 -0.384  0.097
H: -2.996 1.455 0.632  0.119
H: -1.971 2.836 1.140  0.108
H: -1.723 -0.887 1.532  0.112
H: -0.292 -0.545 2.487  0.114
C: -4.180 -2.657 3.678  -0.100
C: -4.886 -2.710 5.011  -0.314
O: -6.214 -3.235 4.871  -0.084
H: -3.623 -3.581 3.465  0.068
H: -3.373 -1.918 3.636  0.063
H: -4.781 -2.529 2.779  0.074
H: -4.979 -1.711 5.439  0.107
H: -4.311 -3.273 5.750  0.109
H: -6.126 -4.189 4.970  0.078